# C49H95Cl12N9

A cluster of 12 separate species, C49H95Cl12N9 in total in a non-equilibrium geometry (wB97M-V/def2-TZVPD, OMol25).

Values from the calculation:
- highest occupied orbital energy (hartree) = -0.290
- orbital gap (eV) = 7.72
- F_max (eV Å⁻¹) = 4.09
- LUMO level (hartree) = -0.006
- SMILES = ClC(Cl)(Cl)Cl.ClC(Cl)(Cl)Cl.ClC(Cl)(Cl)Cl.c1cc[nH]c1.c1cc[nH]c1.c1cc[nH]c1.c1cc[nH]c1.CCN(CC)CC.CCN(CC)CC.CCN(CC)CC.CCN(CC)CC.CCN(CC)CC
- total energy (Eh) = -7938.717818

```
165
C49H95Cl12N9 wB97M-V/def2-TZVPD
Cl -8.4374 2.9202 -12.3343
C -6.6995 3.1316 -11.7944
Cl -5.5851 2.0391 -12.7654
Cl -6.2318 4.8420 -12.1100
Cl -6.7586 2.7342 -10.0838
Cl -3.2588 -2.3030 10.6754
C -4.6408 -2.7439 9.6170
Cl -6.0898 -3.1982 10.5326
Cl -4.9021 -1.4913 8.3867
Cl -3.9828 -4.1737 8.5980
Cl 4.1264 -1.4868 -11.4927
C 2.4841 -1.2673 -12.0433
Cl 1.4473 -2.2821 -10.9482
Cl 2.0145 0.4282 -12.1206
Cl 2.2414 -1.8860 -13.6397
C -2.4819 6.0739 6.8271
C -2.3673 5.6292 5.5576
C -1.1912 6.1715 5.0498
N -0.4383 6.7505 6.0414
C -1.2891 6.7398 7.1594
H -3.4111 5.8984 7.3490
H -3.0600 5.1299 4.8963
H -0.7442 6.1300 4.0675
H 0.4605 7.2091 6.0844
H -0.9518 6.9633 8.1608
C 3.9923 -9.9948 4.6038
C 3.6884 -8.6435 4.8970
C 2.2649 -8.5074 4.7991
N 1.7475 -9.7280 4.4594
C 2.7150 -10.6379 4.2278
H 4.9560 -10.4812 4.6374
H 4.3591 -7.8394 5.1616
H 1.5967 -7.6923 5.0347
H 0.8038 -9.8244 4.1128
H 2.5112 -11.6481 3.9048
C 2.2880 -8.0504 -2.8394
C 1.6305 -8.1596 -4.0587
C 0.7897 -7.0521 -4.1951
N 0.8694 -6.2747 -3.0573
C 1.9634 -6.8348 -2.3428
H 2.9699 -8.7719 -2.4143
H 1.7187 -9.0415 -4.6759
H 0.1823 -6.6309 -4.9825
H 0.4949 -5.3392 -2.9897
H 2.3975 -6.3639 -1.4732
C -6.1991 -9.9400 -5.2741
C -5.5404 -9.0616 -6.1011
C -6.3145 -7.9490 -6.1998
N -7.3807 -8.1216 -5.4857
C -7.3838 -9.3159 -4.9100
H -5.8761 -10.9419 -5.0329
H -4.5119 -9.1596 -6.4154
H -6.1194 -7.0223 -6.7190
H -8.0504 -7.3794 -5.3414
H -8.1854 -9.6467 -4.2663
C 1.3525 -0.7215 -3.0455
C 0.1848 0.0744 -2.4228
N -0.6641 -0.7318 -1.5709
C -0.2694 -0.4572 -0.1660
C -0.9822 -1.4173 0.8040
C -2.0832 -0.6262 -1.8935
C -2.4419 -0.7054 -3.4282
H 0.9574 -1.4913 -3.7084
H 1.9561 -1.2397 -2.3004
H 1.9913 -0.1021 -3.6751
H 0.5594 0.9055 -1.8253
H -0.2580 0.5543 -3.2956
H 0.7584 -0.7689 0.0199
H -0.3933 0.5569 0.2140
H -0.9795 -1.0139 1.8166
H -2.0258 -1.6394 0.5810
H -0.5240 -2.4063 0.8128
H -2.4016 0.3628 -1.5638
H -2.7724 -1.3007 -1.3854
H -1.6326 -1.1974 -3.9677
H -2.5220 0.3365 -3.7383
H -3.3644 -1.2481 -3.6348
C 2.5318 3.7224 13.4071
C 2.9300 2.4924 12.5342
N 4.3216 2.6233 12.1370
C 5.3831 2.5951 13.0942
C 5.1790 1.5835 14.1765
C 4.6428 1.6040 11.0647
C 3.7281 1.6416 9.8028
H 3.1743 3.9446 14.2591
H 1.4955 3.4964 13.6581
H 2.5935 4.5796 12.7366
H 2.6333 1.5855 13.0613
H 2.3628 2.4581 11.6040
H 6.3629 2.4297 12.6460
H 5.4423 3.5792 13.5590
H 6.0225 1.3948 14.8405
H 4.2759 1.7098 14.7737
H 4.9810 0.5604 13.8571
H 4.6286 0.5565 11.3657
H 5.6618 1.8015 10.7320
H 4.2653 1.1644 8.9832
H 3.5569 2.6629 9.4626
H 2.7714 1.1943 10.0723
C -11.8908 -2.7455 -6.1638
C -11.2475 -2.3450 -4.8035
N -11.4414 -3.3113 -3.7586
C -12.8578 -3.2720 -3.2998
C -13.3267 -4.5297 -2.5657
C -10.4186 -3.4095 -2.6743
C -10.3845 -2.1562 -1.8344
H -11.4198 -3.6888 -6.4401
H -11.8379 -1.9488 -6.9058
H -12.9273 -3.0711 -6.0759
H -10.2141 -2.0447 -4.9768
H -11.8570 -1.4821 -4.5355
H -13.2464 -2.4609 -2.6839
H -13.5100 -3.2056 -4.1706
H -14.2330 -4.3963 -1.9750
H -13.4097 -5.3684 -3.2569
H -12.6393 -4.8594 -1.7867
H -9.4572 -3.7701 -3.0401
H -10.8866 -4.2427 -2.1500
H -9.6122 -2.3376 -1.0869
H -11.3937 -2.1205 -1.4243
H -10.1334 -1.2621 -2.4050
C 9.5077 2.3358 -2.3917
C 8.8752 2.5323 -1.0392
N 9.7839 3.1910 -0.0962
C 10.3990 4.4871 -0.5600
C 11.2353 5.1035 0.5640
C 9.0191 3.2840 1.1442
C 9.0149 1.9882 1.9326
H 10.3645 1.6623 -2.3735
H 9.6387 3.2756 -2.9281
H 8.7119 1.8677 -2.9711
H 7.9970 3.1604 -1.1890
H 8.3177 1.6328 -0.7781
H 9.6072 5.1573 -0.8947
H 11.1568 4.3191 -1.3252
H 10.7540 5.8510 1.1948
H 12.0704 5.6032 0.0731
H 11.5751 4.3534 1.2782
H 9.5420 3.9004 1.8755
H 7.9924 3.6460 1.0901
H 8.2376 1.3189 1.5640
H 9.9931 1.5184 2.0355
H 8.7915 2.2794 2.9589
C 3.4398 7.2978 -2.4029
C 2.7465 8.1235 -3.4176
N 2.1716 7.1057 -4.2795
C 1.0551 7.5690 -4.9857
C 0.2491 6.6165 -5.7790
C 3.1576 6.3887 -5.1484
C 3.9530 7.3296 -6.0636
H 3.3746 7.8485 -1.4645
H 4.4775 7.0526 -2.6291
H 2.9878 6.3646 -2.0667
H 1.9594 8.6446 -2.8726
H 3.3415 8.8502 -3.9708
H 0.3243 8.0069 -4.3057
H 1.5078 8.2483 -5.7081
H 0.7853 6.1186 -6.5869
H -0.3649 5.8297 -5.3408
H -0.5479 7.1920 -6.2498
H 2.6952 5.5431 -5.6576
H 3.8661 5.8156 -4.5504
H 4.6078 8.0059 -5.5142
H 3.3862 7.9818 -6.7281
H 4.5659 6.6189 -6.6180
```


# C4H6N2

An isolated molecule of C4H6N2 in a non-equilibrium geometry (wB97M-V/def2-TZVPD, OMol25).

Values from the calculation:
- highest occupied orbital energy (hartree) = -0.366
- orbital gap (eV) = 10.85
- F_max (eV Å⁻¹) = 1.12
- LUMO level (hartree) = 0.033
- ΔE to the lowest compared entry with this formula, charge and spin (kcal per mole) = 46.9
- SMILES = N#CCN1CC1
- total energy (Eh) = -265.460795

```
12
C4H6N2 wB97M-V/def2-TZVPD
N -2.7561 1.0846 1.2887
C -1.9089 0.8700 0.5327
C -0.8523 0.8427 -0.4866
N 0.3722 0.2087 -0.0039
C 1.0877 -0.6460 -0.9449
C 0.3114 -1.2417 0.1644
H -1.2399 0.3753 -1.4063
H -0.7404 1.9206 -0.6799
H 2.1736 -0.6075 -0.8915
H 0.6835 -0.7607 -1.9511
H -0.6146 -1.7572 -0.0931
H 0.8220 -1.6436 1.0381
```